ORCA calculation (ωB97M-V/def2-TZVPD) on a cluster of 6 separate species, C38H69F5N3O10PS2 in total.

Geometry as ORCA input:
```
! wB97M-V def2-TZVPD RIJCOSX def2/J DEFGRID3
* xyz 0 1
C 5.03 -0.70 0.67
C 5.04 0.93 0.67
O 3.91 1.70 0.46
P 2.76 1.45 -0.76
C 2.46 3.38 -0.56
C 0.99 3.78 0.00
C 0.72 5.39 -0.35
C -0.71 5.96 0.20
C -1.93 4.86 0.23
C -2.39 4.30 -1.24
C -3.71 3.29 -1.19
S -4.04 2.54 0.49
C -3.86 0.68 0.34
N -4.65 -0.42 1.03
N -4.28 -1.72 0.76
C -3.12 -1.58 -0.24
O -2.90 -0.13 -0.45
C 4.00 1.07 -2.16
O 4.45 2.32 -2.84
C 5.72 2.82 -2.36
F 6.14 3.89 -3.35
F 6.86 1.85 -2.40
F 5.65 3.58 -1.06
C 1.90 0.21 0.45
S 0.14 0.62 0.95
C -0.12 0.53 2.80
C -0.46 2.03 3.45
N 1.41 1.24 -1.84
C 0.99 -0.13 -2.25
O 1.72 -1.23 -2.41
F -0.49 -0.31 -2.50
C 1.26 2.10 -3.03
O 1.55 1.64 -4.28
F 0.63 3.48 -3.10
H 4.58 -1.19 1.63
H 6.11 -1.15 0.43
H 4.35 -1.05 -0.25
H 5.90 1.23 -0.11
H 5.53 1.23 1.73
H 3.24 3.85 0.21
H 2.71 3.96 -1.58
H 0.96 3.69 1.19
H 0.15 3.13 -0.49
H 0.84 5.59 -1.52
H 1.61 6.01 0.15
H -1.02 6.84 -0.51
H -0.55 6.40 1.30
H -2.89 5.38 0.71
H -1.61 4.02 1.00
H -1.54 3.69 -1.76
H -2.64 5.20 -1.96
H -3.47 2.39 -1.93
H -4.64 3.87 -1.61
H -2.57 -2.49 -0.72
H 3.52 0.49 -3.09
H 4.88 0.34 -1.91
H 2.07 -0.93 0.15
H 2.48 0.27 1.50
H 0.76 0.00 3.40
H -1.12 -0.10 2.97
H -0.90 1.95 4.55
H -1.30 2.56 2.80
H 0.51 2.68 3.40
C 2.91 -5.04 -1.61
C 2.90 -5.91 -0.38
C 3.94 -5.24 0.49
O 3.93 -3.85 0.16
C 3.15 -3.66 -1.03
H 1.99 -5.10 -2.20
H 3.75 -5.32 -2.26
H 1.92 -5.85 0.10
H 3.12 -6.96 -0.58
H 4.95 -5.63 0.27
H 3.75 -5.37 1.55
H 2.20 -3.19 -0.74
H 3.68 -3.00 -1.72
C 9.65 2.97 0.56
C 9.56 3.29 2.03
C 8.08 3.08 2.30
O 7.63 2.07 1.39
C 8.65 1.85 0.41
H 10.66 2.69 0.23
H 9.33 3.84 -0.03
H 10.15 2.56 2.60
H 9.90 4.29 2.29
H 7.51 3.99 2.10
H 7.88 2.77 3.33
H 9.10 0.88 0.62
H 8.20 1.82 -0.59
C -5.76 -5.87 -1.19
C -5.05 -6.15 0.11
C -3.64 -5.70 -0.20
O -3.74 -4.64 -1.17
C -5.09 -4.61 -1.66
H -6.85 -5.77 -1.09
H -5.57 -6.69 -1.90
H -5.48 -5.52 0.90
H -5.11 -7.19 0.43
H -3.06 -6.51 -0.65
H -3.11 -5.34 0.68
H -5.57 -3.72 -1.24
H -5.07 -4.52 -2.75
C -4.77 8.06 3.44
C -5.40 8.65 2.21
C -4.39 8.30 1.14
O -3.76 7.08 1.54
C -4.13 6.80 2.90
H -5.49 7.86 4.25
H -4.00 8.74 3.83
H -6.35 8.15 2.00
H -5.59 9.72 2.28
H -3.61 9.07 1.07
H -4.84 8.18 0.15
H -4.84 5.96 2.89
H -3.24 6.50 3.47
C -6.65 -10.95 -1.40
C -7.98 -10.26 -1.56
C -7.90 -9.18 -0.51
O -6.52 -8.82 -0.38
C -5.73 -9.80 -1.07
H -6.33 -11.51 -2.29
H -6.69 -11.65 -0.56
H -8.04 -9.81 -2.56
H -8.83 -10.92 -1.43
H -8.24 -9.55 0.46
H -8.49 -8.29 -0.77
H -5.34 -9.32 -1.98
H -4.88 -10.10 -0.45
*
```

For the HOMO energy, the calculation gives -0.301 Eh. The value obtained for the LUMO energy is -1.136 eV. Its structure (SMILES) is CCOP(CCCCCCCSc1nnco1)(COC(F)(F)F)(CSCC)N(C(=O)F)C(=O)F.C1CCOC1.C1CCOC1.C1CCOC1.C1CCOC1.C1CCOC1. The total energy is -109998.8359 eV. Its orbital gap is 7.06 eV. The maximum force is 9.70 eV/Å.